Entry 1:
{
  "formula": "C7H10N5O",
  "method": "ωB97M-V/def2-TZVPD",
  "elements": ["C", "C", "C", "C", "C", "C", "C", "N", "N", "N", "N", "N", "O", "H", "H", "H", "H", "H", "H", "H", "H", "H", "H"],
  "xyz": [[-0.0349, -2.6541, -0.2792], [0.8876, -1.0628, 0.8336], [-0.4398, -0.6695, 0.6570], [0.1129, 1.4712, 1.4297], [2.2375, 0.8446, -2.8057], [1.8656, -0.0706, 1.1758], [-2.5027, -1.7109, -0.4428], [1.0753, -2.2878, 0.2533], [-1.0587, -1.6315, -0.0129], [-0.7769, 0.6338, 0.9092], [1.3979, 1.0951, 1.6394], [-0.3305, 2.7095, 1.6938], [1.4805, 1.3948, -2.1068], [-0.2693, -3.5056, -0.8151], [2.9808, 1.4265, -3.5130], [2.2956, -0.2384, -2.7858], [-2.6744, -0.8237, -1.1914], [-2.6016, -2.6658, -0.9965], [-3.2277, -1.5505, 0.3398], [-1.6438, 1.0780, 0.4866], [2.0666, 1.7317, 1.8856], [-1.2851, 3.0453, 1.6936], [0.4450, 3.4407, 1.9517]],
  "atomic_forces_ev_per_a": [[-0.682, 3.680, 2.311], [0.400, 2.275, 0.218], [1.260, -0.563, -0.377], [-0.903, 1.697, 0.544], [2.973, -0.149, -2.480], [1.299, -3.127, -0.094], [1.375, 1.774, -2.249], [0.531, -0.731, -0.552], [-1.443, -1.481, -0.810], [-2.192, 0.266, -0.884], [-3.645, -1.838, -1.569], [3.340, 2.161, 0.919], [-2.154, 1.737, 1.942], [-0.432, -1.587, -0.859], [-1.173, -0.959, 1.022], [0.281, -0.669, -0.308], [0.259, -1.771, 1.096], [-0.263, 0.682, 0.535], [0.128, -0.475, 0.537], [1.454, -0.987, 0.879], [1.772, 2.302, 0.939], [0.208, -0.388, -0.105], [-2.395, -1.849, -0.656]],
  "charge": 1,
  "largest_force_ev_per_a": 4.4,
  "relative_energy_kj_mol": 373.4
}

Entry 2:
{
  "formula": "C2H2N2O2",
  "method": "ωB97M-V/def2-TZVPD",
  "elements": ["O", "C", "C", "N", "N", "O", "H", "H"],
  "xyz": [[-1.6340, 0.9316, 1.3986], [-0.6702, 0.5362, 0.7307], [0.1738, -0.7642, 0.7233], [0.7731, -0.9129, -0.4322], [0.3675, 0.1025, -1.2558], [-0.4404, 1.0491, -0.4736], [0.4302, -1.6732, 1.2581], [1.0000, 0.7310, -1.9491]],
  "atomic_forces_ev_per_a": [[3.033, -0.849, -0.785], [-2.799, -1.793, 1.171], [1.053, 0.024, -1.970], [-0.720, 2.372, -0.135], [0.302, 2.003, -0.669], [1.401, -0.141, -1.599], [-0.908, 0.713, 1.336], [-1.360, -2.329, 2.650]],
  "charge": 0,
  "smiles": "O=c1cn[nH]o1",
  "largest_force_ev_per_a": 3.8,
  "relative_energy_kj_mol": 346.3
}

Entry 3:
{
  "formula": "C28H51AsClN5O3PSr",
  "method": "ωB97M-V/def2-TZVPD",
  "elements": ["Sr", "N", "C", "C", "C", "O", "O", "H", "H", "H", "H", "H", "H", "N", "P", "N", "C", "C", "C", "C", "C", "N", "C", "C", "C", "C", "C", "N", "C", "C", "C", "C", "C", "H", "H", "H", "H", "H", "H", "H", "H", "H", "H", "H", "H", "H", "H", "H", "H", "H", "H", "H", "H", "H", "H", "H", "H", "H", "H", "H", "H", "H", "H", "C", "As", "C", "C", "O", "H", "H", "H", "H", "H", "H", "H", "H", "H", "Cl", "C", "C", "C", "C", "C", "C", "C", "H", "H", "H", "H", "H", "H"],
  "xyz": [[-2.1368, 0.0705, -0.4311], [-3.5573, 3.9483, -2.3881], [-2.3182, 4.6657, -2.6793], [-1.0495, 4.1076, -2.0214], [-0.7725, 2.6888, -2.5092], [-0.1258, 2.5134, -3.5456], [-1.2557, 1.7543, -1.7772], [-3.4221, 2.9585, -2.5652], [-3.7708, 4.0243, -1.3964], [-2.4558, 5.7022, -2.3602], [-2.1715, 4.6826, -3.7626], [-1.1707, 4.1080, -0.9364], [-0.2007, 4.7390, -2.2939], [-0.1054, -0.8054, 0.3236], [1.3712, -1.1135, 0.5384], [2.3639, -0.6332, -0.7363], [3.7704, -0.3296, -0.5367], [4.0115, 1.1763, -0.6090], [3.4959, 1.7557, -1.9463], [2.7743, 0.6960, -2.7789], [1.7499, -0.0571, -1.9436], [1.9775, -0.4473, 1.9669], [3.0785, -0.9420, 2.7812], [3.9164, 0.2209, 3.2993], [3.0802, 1.1030, 4.2428], [1.5897, 1.0349, 3.8762], [1.4082, 0.8401, 2.3797], [1.9253, -2.7165, 0.7555], [2.0034, -3.5123, -0.4702], [2.3031, -4.9727, -0.1589], [1.2170, -5.6150, 0.7282], [0.4017, -4.5358, 1.4420], [1.3341, -3.4234, 1.9000], [4.3874, -0.8459, -1.2856], [4.0845, -0.7160, 0.4307], [5.0742, 1.3942, -0.4636], [3.4752, 1.6323, 0.2262], [4.3230, 2.1720, -2.5265], [2.8007, 2.5767, -1.7589], [3.5011, -0.0025, -3.2078], [2.2413, 1.1691, -3.6038], [1.3091, -0.8533, -2.5564], [0.9392, 0.6207, -1.6761], [3.6801, -1.6378, 2.1977], [2.7050, -1.5153, 3.6457], [4.2590, 0.8048, 2.4405], [4.8081, -0.1545, 3.8078], [3.4311, 2.1364, 4.1868], [3.2215, 0.7811, 5.2782], [1.0684, 1.9401, 4.1922], [1.1105, 0.1984, 4.3928], [1.8845, 1.6781, 1.8481], [0.3558, 0.8486, 2.1005], [2.7889, -3.0973, -1.1018], [1.0695, -3.4502, -1.0560], [3.2772, -5.0303, 0.3334], [2.3984, -5.5138, -1.1031], [1.6919, -6.2526, 1.4788], [0.5648, -6.2644, 0.1383], [-0.1465, -4.9553, 2.2889], [-0.3347, -4.0978, 0.7654], [2.1287, -3.8562, 2.5248], [0.7975, -2.6993, 2.5150], [-2.6539, -2.6707, -0.0915], [-3.1234, -2.2499, -1.9353], [-1.5242, -1.4321, -2.6843], [-3.3398, -3.9350, -2.8439], [-4.4190, -1.2342, -1.9633], [-2.5849, -3.7544, 0.0002], [-3.4463, -2.3185, 0.5705], [-1.6687, -2.2383, 0.1768], [-1.1363, -2.0723, -3.4761], [-0.7523, -1.3387, -1.9054], [-1.7194, -0.4415, -3.1093], [-2.3903, -4.4684, -2.8271], [-3.6401, -3.7365, -3.8710], [-4.1088, -4.5194, -2.3429], [-1.3029, 3.9729, 1.8524], [-2.9665, 3.7748, 1.3247], [-3.6109, 4.8881, 0.8239], [-4.9215, 4.8025, 0.3697], [-5.5546, 3.5622, 0.4394], [-4.9017, 2.4552, 0.9389], [-3.5594, 2.4891, 1.4145], [-2.8748, 1.3259, 1.8500], [-3.0726, 5.8272, 0.7871], [-5.4245, 5.6714, -0.0327], [-6.5746, 3.4565, 0.0871], [-5.4249, 1.5041, 0.9694], [-3.5026, 0.5173, 2.2310], [-1.9564, 1.4666, 2.4078]],
  "atomic_forces_ev_per_a": [[0.102, 2.330, 0.883], [0.081, -0.048, -0.083], [-0.059, -0.050, 0.023], [-0.027, 0.002, -0.035], [0.266, 0.053, 0.111], [-0.070, -0.027, -0.027], [-0.324, -0.174, -0.106], [0.008, -0.002, -0.051], [0.019, -0.028, -0.212], [-0.002, 0.032, -0.007], [0.004, 0.002, -0.011], [0.016, -0.019, -0.044], [0.003, 0.000, -0.001], [-0.004, -0.691, -0.306], [0.009, 0.322, 0.165], [-0.026, 0.060, 0.042], [-0.019, -0.011, -0.017], [0.009, -0.005, 0.005], [-0.003, -0.019, -0.009], [0.017, 0.018, 0.014], [0.023, -0.036, -0.003], [0.052, 0.012, -0.027], [-0.026, -0.012, 0.001], [0.002, -0.002, 0.010], [0.003, -0.001, -0.001], [0.002, 0.001, -0.002], [-0.012, -0.018, -0.009], [0.022, -0.034, 0.008], [0.001, 0.008, -0.001], [-0.003, -0.020, -0.046], [0.009, 0.007, 0.015], [0.019, 0.003, 0.007], [-0.005, 0.020, -0.012], [0.005, -0.003, -0.002], [-0.008, -0.004, -0.002], [0.001, -0.013, -0.019], [0.013, 0.012, 0.012], [-0.012, 0.021, 0.004], [-0.002, -0.004, 0.013], [-0.011, 0.007, -0.006], [-0.010, 0.009, -0.018], [0.014, -0.004, -0.011], [-0.036, -0.001, 0.011], [-0.001, 0.002, 0.002], [0.003, -0.004, -0.002], [-0.001, -0.001, -0.004], [-0.002, 0.000, 0.000], [-0.002, 0.001, -0.003], [0.001, 0.003, 0.000], [0.002, 0.001, -0.001], [-0.002, 0.001, 0.001], [-0.003, 0.008, -0.005], [-0.002, 0.011, 0.007], [-0.025, 0.007, -0.016], [-0.013, -0.015, 0.013], [-0.012, 0.034, 0.032], [0.031, -0.026, 0.020], [-0.010, -0.032, -0.021], [-0.016, 0.032, -0.019], [0.017, -0.003, 0.007], [-0.014, -0.011, 0.006], [-0.008, 0.007, 0.013], [-0.015, 0.000, -0.008], [0.026, -0.486, -0.152], [0.071, -0.629, -0.343], [0.124, -0.254, -0.373], [-0.077, 0.052, -0.013], [0.216, 0.133, 0.154], [0.007, 0.003, 0.055], [-0.041, 0.030, -0.060], [-0.021, -0.206, 0.077], [-0.007, -0.020, 0.013], [0.058, -0.177, -0.113], [-0.112, -0.109, 0.067], [-0.005, -0.014, 0.003], [0.010, -0.009, -0.002], [-0.008, 0.009, 0.000], [-0.033, -0.014, 0.034], [0.081, -0.034, -0.030], [-0.059, 0.045, 0.106], [-0.081, 0.066, 0.227], [-0.012, 0.005, 0.043], [-0.043, 0.027, -0.030], [0.056, -0.007, -0.074], [-0.103, -0.122, 0.119], [0.003, 0.003, -0.008], [0.017, -0.021, -0.017], [0.014, 0.006, -0.010], [0.018, -0.007, 0.015], [-0.063, 0.063, 0.016], [-0.002, -0.043, 0.021]],
  "charge": -1,
  "largest_force_ev_per_a": 2.5,
  "relative_energy_kj_mol": 172.3
}